[1]
DFT (ωB97M-V/def2-TZVPD) results for a structure of composition C30H36MoN5O6S3.

## Properties
- Highest occupied orbital energy (alpha / beta): -10.43 / -10.80 eV
- 2S+1: 3
- Charge: +1
- Gap between HOMO and LUMO (alpha / beta): 7.54 / 7.42 eV

Atoms and positions in Å:
Mo -0.104 0.189 0.560
C 2.047 -5.374 -0.052
C 2.178 -4.826 1.360
N 1.043 -4.006 1.760
C 0.928 -2.695 1.504
S -0.405 -1.842 2.185
N 1.884 -2.162 0.750
N 1.732 -0.798 0.574
C 2.803 -0.154 0.235
C 4.121 -0.827 0.092
C 2.625 1.309 0.071
C 3.646 2.181 -0.256
C 3.381 3.544 -0.289
C 2.114 3.997 0.026
C 1.132 3.067 0.320
N 1.381 1.762 0.326
H 2.892 -6.021 -0.285
H 2.037 -4.565 -0.783
H 1.132 -5.956 -0.162
H 3.077 -4.217 1.446
H 2.252 -5.641 2.079
H 0.318 -4.413 2.326
H 4.305 -1.458 0.961
H 4.934 -0.118 -0.015
H 4.107 -1.484 -0.781
H 4.628 1.807 -0.493
H 4.163 4.241 -0.555
H 1.871 5.049 0.023
H 0.117 3.368 0.539
O 1.120 -1.968 -1.861
C -0.042 -2.600 -2.284
C -1.359 -2.324 -1.562
C -2.433 -3.045 -2.098
C -3.684 -2.966 -1.539
C -3.843 -2.173 -0.408
C -2.745 -1.503 0.072
N -1.520 -1.538 -0.494
H 1.445 -2.406 -1.055
H 0.076 -3.692 -2.257
H -0.199 -2.339 -3.334
H -2.250 -3.681 -2.955
H -4.514 -3.522 -1.954
H -4.792 -2.077 0.097
H -2.831 -0.906 0.968
C -0.971 0.997 -3.804
S -0.175 1.691 -2.403
O -1.051 2.713 -1.868
O 1.154 2.110 -2.758
O -0.126 0.499 -1.461
H -1.082 1.794 -4.535
H -1.944 0.626 -3.492
H -0.355 0.192 -4.198
C 0.606 1.648 3.229
O -0.133 0.967 2.256
H 0.462 1.144 4.188
H 0.251 2.679 3.313
H 1.677 1.656 2.996
O -2.061 1.172 0.461
S -2.433 2.629 0.695
C -2.957 2.719 2.381
C -2.672 3.887 3.069
C -3.024 3.981 4.410
C -3.634 2.907 5.038
C -3.910 1.738 4.333
C -3.574 1.639 2.995
C -3.991 2.772 -0.151
C -4.797 3.872 0.103
C -6.028 3.954 -0.527
C -6.435 2.947 -1.394
C -5.604 1.869 -1.653
C -4.364 1.775 -1.034
H -2.185 4.715 2.569
H -2.813 4.887 4.960
H -3.897 2.976 6.085
H -4.389 0.906 4.830
H -3.788 0.740 2.432
H -4.481 4.649 0.787
H -6.672 4.801 -0.335
H -7.404 3.008 -1.869
H -5.919 1.092 -2.337
H -3.699 0.944 -1.224



[2]
DFT (ωB97M-V/def2-TZVPD) results for a structure of composition C30H36N2O16Pb.

## Properties
- Highest occupied orbital energy: 1.52 eV
- 2S+1: 1
- Charge: -4
- Gap between HOMO and LUMO: 1.65 eV

Atoms and positions in Å:
Pb -0.215 0.855 -0.030
C -3.901 -3.689 -6.424
C -3.565 -2.758 -5.492
C -3.017 -3.131 -4.174
O -2.605 -2.195 -3.345
C -2.782 -4.389 -3.815
C -3.383 -5.435 -4.626
C -3.954 -5.008 -6.138
O -4.248 -5.848 -7.017
O -3.528 -6.604 -4.257
O -3.785 -1.538 -5.885
H -4.277 -3.316 -7.365
H -2.368 -4.569 -2.835
C -0.994 5.548 5.485
C -0.312 5.837 4.328
C 0.615 7.066 4.315
O 1.159 7.552 3.240
C 0.748 7.827 5.399
C 0.135 7.596 6.628
C -0.876 6.445 6.687
O -1.423 6.035 7.748
O 0.397 8.304 7.581
O -0.557 4.933 3.406
H -1.581 4.649 5.610
H 1.449 8.648 5.421
C 0.479 -3.844 7.007
C 0.519 -2.710 6.212
C 0.903 -2.901 4.735
O 0.730 -1.958 3.872
C 1.607 -4.026 4.303
C 1.745 -5.248 5.201
C 0.930 -5.131 6.541
O 0.881 -6.136 7.311
O 2.276 -6.342 5.097
O 0.163 -1.625 6.855
H 0.122 -3.836 8.026
H 1.955 -4.276 3.312
C 3.777 1.654 1.133
O 3.359 0.711 0.168
C 4.350 0.429 -0.826
C 4.151 -1.055 -1.198
N 2.773 -1.632 -0.974
C 2.772 -2.714 -1.944
C 3.748 -3.894 -1.642
O 3.943 -4.639 -2.937
C 2.840 -5.243 -3.612
H 4.570 1.228 1.747
H 3.028 1.982 1.854
H 4.231 2.523 0.656
H 5.360 0.573 -0.442
H 4.209 1.199 -1.585
H 4.831 -1.701 -0.642
H 4.447 -1.208 -2.236
H 2.818 -2.182 -0.128
H 2.938 -2.364 -2.963
H 1.775 -3.152 -1.898
H 3.504 -4.561 -0.814
H 4.776 -3.664 -1.363
H 2.071 -5.728 -3.012
H 3.305 -6.026 -4.211
H 2.426 -4.657 -4.432
C -3.696 0.718 1.407
O -3.353 1.304 0.147
C -4.135 2.451 -0.212
C -3.836 2.807 -1.715
N -2.385 3.321 -1.727
C -2.059 3.652 -3.062
C -0.494 3.621 -3.061
O -0.092 2.309 -2.810
C 0.206 1.718 -4.108
H -3.538 1.277 2.329
H -3.384 -0.324 1.484
H -4.756 0.657 1.654
H -3.967 3.368 0.353
H -5.215 2.350 -0.108
H -4.627 3.421 -2.146
H -3.930 1.824 -2.177
H -2.229 4.109 -1.114
H -2.324 4.654 -3.400
H -2.508 2.895 -3.705
H -0.102 4.316 -2.318
H -0.212 4.102 -3.997
H 1.178 2.141 -4.360
H -0.501 1.978 -4.896
H 0.509 0.671 -4.073



Q: Number 1 is which compound?
A: C30H36MoN5O6S3



Copy entry 2 word for word.
DFT (ωB97M-V/def2-TZVPD) results for a structure of composition C30H36N2O16Pb.

## Properties
- Highest occupied orbital energy: 1.52 eV
- 2S+1: 1
- Charge: -4
- Gap between HOMO and LUMO: 1.65 eV

Atoms and positions in Å:
Pb -0.215 0.855 -0.030
C -3.901 -3.689 -6.424
C -3.565 -2.758 -5.492
C -3.017 -3.131 -4.174
O -2.605 -2.195 -3.345
C -2.782 -4.389 -3.815
C -3.383 -5.435 -4.626
C -3.954 -5.008 -6.138
O -4.248 -5.848 -7.017
O -3.528 -6.604 -4.257
O -3.785 -1.538 -5.885
H -4.277 -3.316 -7.365
H -2.368 -4.569 -2.835
C -0.994 5.548 5.485
C -0.312 5.837 4.328
C 0.615 7.066 4.315
O 1.159 7.552 3.240
C 0.748 7.827 5.399
C 0.135 7.596 6.628
C -0.876 6.445 6.687
O -1.423 6.035 7.748
O 0.397 8.304 7.581
O -0.557 4.933 3.406
H -1.581 4.649 5.610
H 1.449 8.648 5.421
C 0.479 -3.844 7.007
C 0.519 -2.710 6.212
C 0.903 -2.901 4.735
O 0.730 -1.958 3.872
C 1.607 -4.026 4.303
C 1.745 -5.248 5.201
C 0.930 -5.131 6.541
O 0.881 -6.136 7.311
O 2.276 -6.342 5.097
O 0.163 -1.625 6.855
H 0.122 -3.836 8.026
H 1.955 -4.276 3.312
C 3.777 1.654 1.133
O 3.359 0.711 0.168
C 4.350 0.429 -0.826
C 4.151 -1.055 -1.198
N 2.773 -1.632 -0.974
C 2.772 -2.714 -1.944
C 3.748 -3.894 -1.642
O 3.943 -4.639 -2.937
C 2.840 -5.243 -3.612
H 4.570 1.228 1.747
H 3.028 1.982 1.854
H 4.231 2.523 0.656
H 5.360 0.573 -0.442
H 4.209 1.199 -1.585
H 4.831 -1.701 -0.642
H 4.447 -1.208 -2.236
H 2.818 -2.182 -0.128
H 2.938 -2.364 -2.963
H 1.775 -3.152 -1.898
H 3.504 -4.561 -0.814
H 4.776 -3.664 -1.363
H 2.071 -5.728 -3.012
H 3.305 -6.026 -4.211
H 2.426 -4.657 -4.432
C -3.696 0.718 1.407
O -3.353 1.304 0.147
C -4.135 2.451 -0.212
C -3.836 2.807 -1.715
N -2.385 3.321 -1.727
C -2.059 3.652 -3.062
C -0.494 3.621 -3.061
O -0.092 2.309 -2.810
C 0.206 1.718 -4.108
H -3.538 1.277 2.329
H -3.384 -0.324 1.484
H -4.756 0.657 1.654
H -3.967 3.368 0.353
H -5.215 2.350 -0.108
H -4.627 3.421 -2.146
H -3.930 1.824 -2.177
H -2.229 4.109 -1.114
H -2.324 4.654 -3.400
H -2.508 2.895 -3.705
H -0.102 4.316 -2.318
H -0.212 4.102 -3.997
H 1.178 2.141 -4.360
H -0.501 1.978 -4.896
H 0.509 0.671 -4.073